Computed, not measured: one molecule with the formula C19H22N2O3S in a non-equilibrium geometry, with ωB97M-V/def2-TZVPD.

Properties
- net charge = 0
- E_tot (Ha) = -1470.66568
- HOMO energy (eV) = -8.35
- lowest unoccupied orbital energy (eV) = 0.6
- SMILES = Cc1cc(C)c(NC(=O)c2ccc3c(c2)CCN3S(C)(=O)=O)c(C)c1
- 2S+1 = 1

XYZ file:
```
47
C19H22N2O3S (ωB97M-V/def2-TZVPD)
C -2.936 0.230 4.430
C -1.559 -0.045 3.907
C -1.336 -1.043 2.973
C -0.066 -1.327 2.486
C 0.110 -2.453 1.514
C 1.007 -0.559 2.942
N 2.321 -0.779 2.474
C 2.792 -0.754 1.199
O 3.941 -1.075 0.958
C 1.845 -0.305 0.142
C 1.867 -0.971 -1.080
C 1.014 -0.618 -2.114
C 0.141 0.432 -1.899
C 0.135 1.132 -0.690
C 0.981 0.775 0.333
C -0.900 2.220 -0.743
C -1.446 2.116 -2.180
N -0.778 0.969 -2.791
S -1.575 0.045 -3.935
C -0.654 0.466 -5.430
O -2.906 0.559 -4.056
O -1.393 -1.346 -3.656
C 0.810 0.434 3.909
C 1.979 1.227 4.415
C -0.469 0.676 4.378
H -3.079 1.295 4.602
H -3.084 -0.284 5.380
H -3.694 -0.121 3.734
H -2.170 -1.629 2.613
H 1.138 -2.806 1.499
H -0.156 -2.136 0.506
H -0.542 -3.281 1.787
H 3.026 -0.969 3.176
H 2.564 -1.785 -1.208
H 1.011 -1.165 -3.043
H 0.975 1.329 1.258
H -0.462 3.200 -0.552
H -1.677 2.048 0.004
H -2.524 1.958 -2.220
H -1.208 3.010 -2.766
H 0.388 0.234 -5.259
H -1.050 -0.125 -6.247
H -0.798 1.521 -5.617
H 2.586 1.592 3.588
H 2.615 0.607 5.047
H 1.640 2.075 5.004
H -0.623 1.447 5.120
```